[1]
This record from OMol25 describes a 3-piece molecular cluster, C3H10O4S2 overall in a non-equilibrium geometry. The level of theory is ωB97M-V/def2-TZVPD.

Cartesian coordinates (Å):
1 O -0.62 0.30 -1.81
2 C 0.53 0.11 -1.66
3 O 1.22 -0.69 -2.50
4 C 1.49 0.49 -0.54
5 C 1.01 1.25 0.64
6 S 0.31 0.21 2.10
7 S -1.51 -0.57 1.33
8 H 0.72 -1.12 -3.20
9 H 1.87 -0.48 -0.19
10 H 2.39 1.23 -0.95
11 H 0.29 2.03 0.44
12 H 1.82 1.75 1.27
13 H -2.51 0.23 1.81
14 O -1.57 2.78 -1.15
15 H -2.01 2.70 -0.24
16 H -1.38 1.88 -1.37
17 O 0.72 -3.36 0.01
18 H 0.30 -2.82 0.70
19 H 1.52 -2.94 -0.06

Results
E_HOMO (eV): -9.64
SMILES: O=C(O)CCSS.O.O
E (eV): -33133.2701
Energy relative to the best compared isomer or geometry (same formula, charge and spin) (eV): 0.707
Total charge: 0
LUMO (Eh): 0.00590
F_max (eV/Å): 4.1
Kohn-Sham gap (hartree): 0.360
M (u): 174.24

Here are the Mulliken charges for atoms 1 to 8, given in e: -0.5962, 0.6185, -0.4623, -0.1568, -0.6856, -0.0661, -0.2363, 0.3459


[2]
This record from OMol25 describes C15H26N10O8PPtS as an isolated structure in a non-equilibrium geometry. The level of theory is ωB97M-V/def2-TZVPD.

Cartesian coordinates (Å):
1 Pt 0.44 -0.55 -0.21
2 C 4.86 -1.54 -3.02
3 C 3.63 -2.29 -2.70
4 N 3.43 -3.56 -2.87
5 N 2.17 -3.81 -2.41
6 C 1.57 -2.72 -1.98
7 S -0.04 -2.45 -1.40
8 N 2.47 -1.74 -2.14
9 N 2.17 -0.42 -1.76
10 H 5.52 -2.19 -3.58
11 H 5.37 -1.24 -2.10
12 H 4.64 -0.65 -3.61
13 H 1.80 -4.76 -2.45
14 H 2.95 -0.04 -1.22
15 H 2.02 0.15 -2.59
16 O -0.77 -3.52 6.88
17 N -0.01 -3.78 5.98
18 O 0.82 -4.66 5.93
19 C -0.11 -2.91 4.78
20 C 0.71 -3.15 3.72
21 C 0.62 -2.29 2.62
22 C -0.32 -1.22 2.53
23 O -0.43 -0.40 1.49
24 C -1.15 -1.07 3.66
25 C -1.04 -1.88 4.76
26 N -2.19 0.00 3.74
27 O -2.40 0.64 2.73
28 O -2.72 0.14 4.81
29 N 1.53 -2.56 1.57
30 O 2.13 -3.57 1.49
31 O 1.84 -1.61 0.70
32 H 1.43 -3.96 3.76
33 H -1.68 -1.72 5.62
34 C -1.06 3.06 -2.91
35 N -2.15 2.12 -2.62
36 C -3.38 2.38 -3.39
37 P -2.14 1.23 -1.25
38 O -0.63 0.83 -1.06
39 N -3.23 0.06 -1.48
40 C -3.88 -0.65 -0.37
41 C -3.13 -0.77 -2.69
42 N -2.57 2.12 0.06
43 C -3.93 2.67 0.15
44 C -1.60 2.75 0.96
45 H -1.42 4.09 -2.78
46 H -0.75 2.94 -3.95
47 H -0.21 2.89 -2.26
48 H -3.68 3.42 -3.26
49 H -4.18 1.73 -3.08
50 H -3.17 2.22 -4.45
51 H -4.03 0.01 0.48
52 H -3.29 -1.51 -0.05
53 H -4.85 -1.00 -0.72
54 H -2.61 -0.24 -3.48
55 H -4.14 -1.01 -3.04
56 H -2.61 -1.71 -2.48
57 H -4.65 2.04 -0.38
58 H -3.96 3.68 -0.26
59 H -4.21 2.71 1.20
60 H -0.58 2.57 0.63
61 H -1.73 2.34 1.97
62 H -1.79 3.82 1.00

Results
E_HOMO (alpha / beta) (eV): -16.68 / -16.68
E (eV): -70590.7365
Total charge: +3
LUMO (alpha / beta) (Eh): -0.48719 / -0.48718
F_max (eV/Å): 2.4
Kohn-Sham gap (alpha / beta) (hartree): 0.126 / 0.126
M (u): 732.55

Here are the Mulliken charges for atoms 1 to 8, given in e: 1.2786, -1.2744, 0.9090, -0.6293, 0.2843, 0.3421, -0.2827, 0.5289


[3]
This record from OMol25 describes C42H46BN11O7Ti as an isolated structure in a non-equilibrium geometry. The level of theory is ωB97M-V/def2-TZVPD.

Cartesian coordinates (Å):
1 Ti 0.02 -0.37 0.01
2 C -0.82 1.36 4.63
3 C 0.18 0.82 3.66
4 C 1.54 0.93 4.27
5 C -0.05 -0.59 3.29
6 C -0.40 -1.59 4.17
7 C -0.34 -2.77 3.42
8 N 0.07 -2.46 2.19
9 N 0.21 -1.10 2.08
10 B 0.95 -3.47 1.43
11 N 2.42 -2.96 1.54
12 C 3.44 -3.54 2.20
13 C 4.56 -2.78 1.95
14 C 4.13 -1.73 1.13
15 N 2.82 -1.87 0.90
16 C 5.03 -0.64 0.62
17 C 4.83 0.62 1.46
18 C 4.84 -0.37 -0.86
19 N 0.59 -3.62 -0.05
20 C 0.36 -4.83 -0.56
21 C 0.59 -4.75 -1.93
22 C 0.87 -3.40 -2.17
23 N 0.88 -2.71 -1.03
24 C 1.31 -2.90 -3.50
25 C 2.79 -3.14 -3.61
26 C 0.61 -3.58 -4.63
27 H -0.65 2.45 4.76
28 H -0.73 0.85 5.62
29 H -1.87 1.22 4.25
30 H 0.15 1.39 2.75
31 H 1.62 0.31 5.20
32 H 1.73 2.00 4.54
33 H 2.32 0.60 3.54
34 H -0.68 -1.48 5.23
35 H -0.53 -3.83 3.72
36 H 0.86 -4.54 1.98
37 H 3.30 -4.46 2.80
38 H 5.58 -2.94 2.32
39 H 6.07 -0.99 0.78
40 H 3.84 1.01 1.32
41 H 5.56 1.41 1.17
42 H 4.96 0.38 2.54
43 H 3.80 -0.14 -1.06
44 H 5.11 -1.27 -1.45
45 H 5.46 0.48 -1.18
46 H 0.09 -5.69 0.08
47 H 0.50 -5.55 -2.67
48 H 1.11 -1.82 -3.57
49 H 3.02 -4.23 -3.51
50 H 3.33 -2.60 -2.80
51 H 3.17 -2.77 -4.59
52 H 0.85 -4.67 -4.67
53 H 0.93 -3.12 -5.60
54 H -0.49 -3.46 -4.52
55 C -3.01 -0.87 1.58
56 N -2.43 -1.19 0.30
57 C -2.37 -2.61 0.12
58 C -3.34 -0.63 -0.76
59 C -3.29 0.84 -1.06
60 C -4.28 1.40 -1.86
61 C -4.21 2.70 -2.35
62 C -3.12 3.49 -2.03
63 C -2.16 2.97 -1.17
64 C -2.24 1.67 -0.67
65 H -4.09 -1.22 1.63
66 H -2.98 0.21 1.74
67 H -2.42 -1.39 2.38
68 H -3.41 -3.06 0.15
69 H -1.75 -3.06 0.94
70 H -1.92 -2.83 -0.87
71 H -4.40 -0.91 -0.51
72 H -3.07 -1.14 -1.72
73 H -5.13 0.76 -2.16
74 H -5.00 3.08 -3.00
75 H -3.01 4.50 -2.45
76 H -1.30 3.58 -0.86
77 N -3.58 7.12 5.36
78 C -3.17 6.32 4.62
79 C -2.70 5.32 3.75
80 C -3.40 4.09 3.68
81 C -2.94 3.08 2.89
82 C -1.78 3.24 2.11
83 C -1.11 4.49 2.14
84 C -1.56 5.50 2.94
85 C -1.32 2.23 1.34
86 C -1.29 1.32 0.39
87 H -4.31 3.96 4.27
88 H -3.48 2.13 2.82
89 H -0.23 4.62 1.51
90 H -1.05 6.47 2.95
91 O 1.49 4.14 -5.53
92 N 0.57 3.35 -5.68
93 O -0.12 3.33 -6.69
94 C 0.30 2.40 -4.63
95 C 0.98 2.50 -3.43
96 C 0.73 1.57 -2.41
97 C -0.19 0.49 -2.62
98 O -0.46 -0.37 -1.66
99 C -0.86 0.45 -3.89
100 C -0.62 1.42 -4.85
101 N -1.79 -0.57 -4.18
102 O -2.50 -0.46 -5.20
103 O -1.84 -1.57 -3.45
104 N 1.35 1.77 -1.21
105 O 2.09 2.78 -0.98
106 O 1.28 0.84 -0.23
107 H 1.69 3.30 -3.25
108 H -1.15 1.35 -5.80

Results
E_HOMO (alpha / beta) (eV): -0.51 / -0.50
E (eV): -98810.2535
Total charge: -2
LUMO (alpha / beta) (Eh): 0.13570 / 0.13553
F_max (eV/Å): 3.4
Kohn-Sham gap (alpha / beta) (hartree): 0.154 / 0.154
M (u): 875.58

Here are the Mulliken charges for atoms 1 to 8, given in e: -0.9998, -1.9205, 2.4420, -1.6669, -0.5778, -0.8592, -0.6301, 0.5327


[4]
This record from OMol25 describes a 2-piece molecular cluster, C4H8F2N2O overall in a non-equilibrium geometry. The level of theory is ωB97M-V/def2-TZVPD.

Cartesian coordinates (Å):
1 C 1.75 -1.17 -0.66
2 C 1.23 -0.10 -0.11
3 C 0.99 0.04 1.37
4 C 0.96 1.13 -0.98
5 F -0.27 1.76 -0.77
6 H 1.99 -1.14 -1.62
7 H 1.74 -2.15 -0.09
8 H 1.51 -0.82 1.84
9 H -0.15 0.11 1.63
10 H 1.51 0.98 1.62
11 H 1.78 1.87 -0.93
12 H 0.73 0.80 -2.00
13 O -1.81 -0.63 0.37
14 N -2.90 -0.57 -0.43
15 N -3.81 0.17 -0.27
16 F -3.86 1.22 0.70
17 H -1.37 -1.50 0.33

Results
E_HOMO (eV): -10.05
SMILES: C=C(C)CF.O/N=N\F
E (eV): -14734.5692
Energy relative to the best compared isomer or geometry (same formula, charge and spin) (eV): 5.494
Total charge: 0
LUMO (Eh): 0.01536
F_max (eV/Å): 4.8
Kohn-Sham gap (hartree): 0.385
M (u): 138.12

Here are the Mulliken charges for atoms 1 to 8, given in e: -0.9791, 0.7562, -1.0242, -0.5221, -0.2967, 0.4117, 0.2341, 0.3527